(1)
Formula: C27H24BrF4FeN5O
Source: the OMol25 dataset
Level of theory: wB97M-V/def2-TZVPD

Last column: Mulliken spin population.
Cartesian coordinates (Å):
1 Fe -0.222 -0.320 -0.215  -0.0017
2 C -1.163 2.293 -2.532  -0.0001
3 C -0.627 2.612 -1.146  -0.0003
4 N -1.059 1.668 -0.092  -0.0001
5 C -2.533 1.492 -0.035  0.0002
6 C -3.336 2.779 0.120  -0.0001
7 C -0.489 2.075 1.212  -0.0001
8 C -0.680 1.008 2.282  0.0002
9 N -0.636 -0.279 1.620  0.0000
10 C -1.069 -1.404 2.264  0.0008
11 C -1.416 -2.502 1.476  -0.0011
12 F -1.240 -2.341 0.116  0.0001
13 C -1.924 -3.677 1.964  0.0009
14 F -2.249 -4.655 1.111  0.0000
15 C -2.101 -3.841 3.321  -0.0003
16 C -1.731 -2.791 4.137  0.0010
17 F -1.844 -2.917 5.462  0.0000
18 C -1.223 -1.607 3.638  -0.0016
19 F -0.830 -0.657 4.511  0.0000
20 H -0.663 2.933 -3.261  0.0000
21 H -2.233 2.481 -2.612  0.0000
22 H -0.971 1.256 -2.803  -0.0001
23 H -0.924 3.630 -0.872  0.0001
24 H 0.465 2.589 -1.156  0.0003
25 H -2.747 0.831 0.803  0.0000
26 H -2.840 0.972 -0.942  -0.0001
27 H -3.059 3.324 1.023  0.0000
28 H -4.393 2.524 0.199  0.0000
29 H -3.219 3.446 -0.736  0.0000
30 H -0.926 3.015 1.561  0.0000
31 H 0.574 2.248 1.042  0.0000
32 H -1.631 1.135 2.810  0.0000
33 H 0.111 1.135 3.027  0.0001
34 H -2.505 -4.755 3.732  -0.0001
35 Br 6.416 6.307 -0.265  0.0224
36 C 6.339 4.783 -1.356  0.1841
37 C 5.190 4.538 -2.108  -0.0893
38 C 5.086 3.368 -2.826  0.1553
39 C 6.134 2.420 -2.786  -0.0275
40 C 7.332 2.740 -2.120  0.1685
41 C 7.422 3.907 -1.394  -0.0831
42 N 6.012 1.183 -3.336  0.5118
43 N 4.991 0.696 -3.905  0.1496
44 C 3.912 0.242 -3.346  0.0152
45 C 2.881 -0.188 -4.270  0.0159
46 C 1.627 -0.449 -3.875  -0.0106
47 C 1.284 -0.312 -2.489  -0.0031
48 O 0.151 -0.457 -2.065  -0.0097
49 C 2.339 -0.022 -1.502  -0.0015
50 N 1.942 -0.042 -0.218  -0.0012
51 C 2.856 0.061 0.727  -0.0019
52 C 4.212 0.201 0.433  -0.0044
53 C 4.611 0.293 -0.879  0.0067
54 C 3.648 0.198 -1.896  0.0011
55 H 4.389 5.266 -2.120  -0.0032
56 H 4.211 3.160 -3.430  0.0065
57 H 8.169 2.054 -2.178  0.0000
58 H 8.324 4.145 -0.847  -0.0016
59 H 3.149 -0.249 -5.318  -0.0030
60 H 0.861 -0.745 -4.578  0.0000
61 H 2.506 0.023 1.751  0.0000
62 H 4.936 0.228 1.235  0.0000
63 H 5.656 0.405 -1.118  0.0048

## Properties
DFT total energy = -5629.15704 Ha
LUMO (alpha / beta) = -0.1745 / -0.1738 hartree
HOMO energy (alpha / beta) = -9.949 / -9.948 eV
multiplicity = 2
net charge = +1
frontier orbital gap (alpha / beta) = 5.20 / 5.22 eV
⟨S²⟩ = 0.79


(2)
Formula: C27H24ClF10N4S2V
Source: the OMol25 dataset
Level of theory: wB97M-V/def2-TZVPD

Last column: Mulliken spin population.
Cartesian coordinates (Å):
1 V -0.243 0.552 -1.942  2.0466
2 C -1.723 4.270 0.950  -0.0007
3 N -1.414 2.870 1.218  0.0002
4 C -0.027 2.772 1.764  -0.0078
5 C 0.200 1.803 2.922  0.0033
6 N 0.287 0.430 2.472  0.0004
7 C 0.504 -0.535 3.336  -0.0004
8 C 0.649 -0.503 4.764  0.0003
9 F 0.589 0.680 5.444  0.0000
10 C 0.848 -1.625 5.543  0.0000
11 F 0.954 -1.491 6.888  0.0000
12 C 0.942 -2.889 5.002  0.0000
13 F 1.121 -3.988 5.786  0.0000
14 C 0.831 -2.993 3.620  -0.0001
15 F 0.928 -4.214 3.045  0.0000
16 C 0.633 -1.887 2.843  -0.0002
17 F 0.555 -2.071 1.503  0.0010
18 C -1.581 2.059 0.013  0.2317
19 C -1.934 0.615 0.338  -0.0383
20 N -1.608 -0.264 -0.802  -0.0075
21 C -2.152 -1.518 -0.715  0.0339
22 C -2.481 -2.207 0.480  -0.0114
23 F -2.253 -1.682 1.688  -0.0006
24 C -3.013 -3.487 0.487  0.0012
25 F -3.289 -4.085 1.658  -0.0001
26 C -3.243 -4.177 -0.679  -0.0040
27 F -3.746 -5.429 -0.652  -0.0001
28 C -2.947 -3.553 -1.871  0.0000
29 F -3.186 -4.200 -3.028  0.0001
30 C -2.439 -2.275 -1.880  -0.0128
31 F -2.211 -1.727 -3.083  0.0045
32 H -1.044 4.731 0.219  0.0000
33 H -1.679 4.829 1.888  0.0003
34 H -2.743 4.346 0.564  -0.0001
35 H 0.238 3.771 2.125  0.0001
36 H 0.687 2.538 0.962  0.0095
37 H -0.598 1.968 3.662  0.0000
38 H 1.132 2.132 3.409  0.0001
39 H -0.667 2.159 -0.604  -0.1435
40 H -2.349 2.504 -0.629  -0.0079
41 H -3.012 0.554 0.546  0.0027
42 H -1.369 0.337 1.224  -0.0131
43 C 3.852 2.127 -0.275  0.0042
44 C 2.604 2.173 -1.126  0.0195
45 S 2.082 0.603 -1.798  -0.0439
46 C 1.928 3.285 -1.452  -0.0069
47 C 2.373 4.652 -0.975  0.0001
48 S 0.495 3.259 -2.423  -0.0049
49 H 4.061 1.104 0.034  -0.0010
50 H 3.758 2.725 0.635  0.0003
51 H 4.734 2.499 -0.814  -0.0002
52 H 3.332 4.626 -0.454  -0.0005
53 H 1.622 5.076 -0.302  0.0014
54 H 2.451 5.337 -1.823  -0.0005
55 C -1.181 0.925 -3.784  -0.1080
56 H -2.184 0.492 -3.772  0.0001
57 H -0.643 0.486 -4.634  0.0066
58 H -1.242 1.999 -3.954  0.0245
59 Cl 2.337 -2.787 -5.789  -0.0002
60 C 1.664 -2.688 -4.194  -0.0105
61 C 1.706 -3.793 -3.358  0.0102
62 C 1.182 -3.674 -2.083  -0.0075
63 C 0.604 -2.470 -1.708  0.0350
64 N 0.550 -1.432 -2.532  -0.0416
65 C 1.112 -1.500 -3.748  0.0229
66 H 2.154 -4.716 -3.704  0.0010
67 H 1.211 -4.493 -1.378  -0.0003
68 H 0.195 -2.327 -0.717  -0.0013
69 H 1.099 -0.604 -4.349  0.0140

## Properties
DFT total energy = -4461.47014 Ha
LUMO (alpha / beta) = 0.1458 / 0.1458 hartree
energy relative to the best compared isomer or geometry (same formula, charge and spin) = 0.642 eV
HOMO energy (alpha / beta) = -1.133 / -1.201 eV
multiplicity = 3
net charge = -2
frontier orbital gap (alpha / beta) = 5.10 / 5.17 eV
⟨S²⟩ = 2.03


(3)
Formula: C27H24ClFIrN2O7S2
Source: the OMol25 dataset
Level of theory: wB97M-V/def2-TZVPD

Last column: Mulliken spin population.
Cartesian coordinates (Å):
1 Ir -0.189 0.225 -0.007  0.0043
2 O -0.908 -1.585 0.477  0.0102
3 N -2.246 -1.692 0.373  0.0078
4 C -2.725 -2.954 0.393  0.0015
5 C -4.070 -3.177 0.382  -0.0012
6 C -4.936 -2.073 0.342  0.0008
7 C -4.430 -0.805 0.298  -0.0030
8 C -3.038 -0.590 0.299  0.0007
9 S -2.307 0.950 0.185  -0.0011
10 H -1.958 -3.712 0.425  -0.0001
11 H -4.438 -4.190 0.395  0.0000
12 H -6.005 -2.227 0.339  0.0001
13 H -5.073 0.061 0.250  0.0002
14 C 1.041 6.057 -4.724  0.0002
15 C 2.172 5.080 -4.427  0.0001
16 C 3.514 5.754 -4.177  -0.0003
17 C 3.458 6.613 -2.924  -0.0007
18 C 2.925 5.822 -1.763  0.0022
19 C 3.212 6.182 -0.466  -0.0013
20 C 2.719 5.436 0.604  0.0016
21 F 3.048 5.833 1.843  0.0000
22 C 1.939 4.330 0.427  -0.0027
23 C 1.630 3.947 -0.884  -0.0047
24 C 0.804 2.781 -1.114  0.0056
25 O 0.256 2.229 -0.118  0.0107
26 C 0.619 2.353 -2.445  -0.0042
27 C 1.118 3.139 -3.454  0.0001
28 N 1.824 4.251 -3.260  0.0000
29 C 2.123 4.681 -1.972  0.0020
30 C -0.165 1.138 -2.853  0.0002
31 O -0.442 0.992 -4.026  0.0011
32 O -0.481 0.254 -1.968  0.0021
33 H 1.309 6.694 -5.565  -0.0001
34 H 0.827 6.689 -3.864  0.0000
35 H 0.127 5.522 -4.978  0.0000
36 H 2.276 4.381 -5.260  0.0001
37 H 3.775 6.353 -5.049  0.0001
38 H 4.281 4.986 -4.064  0.0000
39 H 2.823 7.487 -3.092  0.0001
40 H 4.449 6.994 -2.679  0.0000
41 H 3.840 7.038 -0.261  0.0000
42 H 1.576 3.744 1.258  0.0026
43 H 0.916 2.849 -4.477  0.0002
44 C 2.314 -1.996 1.974  0.0061
45 S 2.472 -0.752 0.722  -0.0059
46 O 1.855 0.463 1.310  0.0093
47 O 3.862 -0.621 0.386  0.0023
48 O 1.564 -1.149 -0.389  0.0025
49 H 2.776 -1.612 2.878  -0.0018
50 H 2.819 -2.897 1.638  -0.0003
51 H 1.259 -2.189 2.141  0.0019
52 Cl 2.557 -1.611 7.580  0.0200
53 C 1.651 -0.873 6.293  0.2033
54 C 0.283 -1.103 6.204  -0.0921
55 C -0.435 -0.513 5.187  0.1845
56 C 0.194 0.321 4.230  -0.0457
57 C -0.531 0.926 3.194  0.3953
58 C 1.591 0.523 4.352  0.1644
59 C 2.307 -0.062 5.372  -0.0918
60 H -0.200 -1.742 6.929  -0.0035
61 H -1.500 -0.686 5.113  0.0055
62 H -0.004 1.541 2.484  0.1948
63 H -1.598 0.811 3.103  0.0046
64 H 2.093 1.133 3.618  0.0146
65 H 3.372 0.098 5.464  -0.0034

## Properties
DFT total energy = -3140.21191 Ha
LUMO (alpha / beta) = -0.0163 / -0.0236 hartree
energy relative to the best compared isomer or geometry (same formula, charge and spin) = 0.569 eV
HOMO energy (alpha / beta) = -7.044 / -7.696 eV
multiplicity = 2
net charge = 0
frontier orbital gap (alpha / beta) = 6.60 / 7.05 eV
⟨S²⟩ = 0.79